(1)
The following is a quantum chemistry calculation of C18H44ClCrN5O3P as an isolated structure in a non-equilibrium geometry, from the OMol25 dataset.

For the frontier orbital gap (spin up / spin down), the calculation gives 3.36 / 4.24 eV. Its total charge is +1. As for the HOMO energy (spin up / spin down): -9.82 / -9.82 eV. As for the expectation value of S²: 6.059. The calculated total energy is -83196.3232 eV. Its multiplicity is 5.

Each line ends with the Mulliken charge.
Atoms and positions in Å:
Cr -1.5577 1.0288 -4.3863  1.09
Cl -1.2992 -0.3101 -2.3297  -0.31
C 0.3006 3.3731 -2.7721  -0.06
O -0.5528 2.5992 -3.2507  -0.41
N 1.4367 3.0182 -2.1698  0.36
C 2.5428 4.0168 -2.1832  -0.96
C 1.8057 1.5992 -1.8986  -0.76
H 0.2533 4.4681 -2.8769  0.34
H 3.4296 3.7022 -2.7333  0.31
H 2.8181 4.2159 -1.1475  0.33
H 2.1943 4.9463 -2.6334  0.37
H 2.3883 1.5086 -0.9819  0.36
H 0.9390 0.9497 -1.7761  -0.27
H 2.3910 1.1870 -2.7206  0.53
O -3.2422 3.1397 0.1257  -0.86
P -3.0657 2.6111 1.5347  0.34
N -1.4825 2.7369 2.2349  0.42
C -1.0342 2.0884 3.4586  -1.12
C -0.4235 3.3873 1.4320  -1.05
N -3.6778 1.0077 1.8082  0.33
C -2.9688 -0.1230 1.2087  -0.87
C -5.1539 0.7872 2.0056  -0.85
N -3.8461 3.5848 2.6832  0.27
C -4.3156 4.9096 2.2551  -1.15
C -4.1245 3.2404 4.0352  -1.20
H -0.8283 2.7939 4.2636  0.28
H -0.0539 1.6464 3.2804  0.33
H -1.6540 1.2567 3.7936  0.38
H -0.8599 4.0132 0.6536  0.31
H 0.3728 2.6920 1.1665  0.15
H -0.0093 4.1569 2.0833  0.43
H -2.6511 0.0964 0.1893  0.16
H -2.0892 -0.4398 1.7691  0.24
H -3.6641 -0.9590 1.1330  0.41
H -5.7474 1.1161 1.1526  0.37
H -5.4668 -0.2567 2.0285  0.37
H -5.5288 1.4259 2.8053  0.20
H -3.5954 5.4575 1.6474  0.25
H -5.3153 4.7265 1.8613  0.33
H -4.4433 5.4840 3.1726  0.43
H -3.7146 3.9331 4.7701  0.30
H -3.6828 2.2757 4.2853  0.34
H -5.2127 3.2135 4.0926  0.49
C 3.3322 -3.6623 -3.2464  -1.59
C 2.0670 -3.8210 -2.3337  1.32
C 1.9678 -5.2605 -1.7773  -0.92
C 2.7770 -5.4856 -0.5976  -0.91
C 2.4163 -4.4143 0.5079  -1.26
C 2.4699 -2.8646 0.0554  1.44
N 2.0038 -2.7699 -1.2774  0.29
O 2.0255 -1.4864 -1.8227  -0.05
C 1.5874 -2.1091 1.1385  -1.85
C 3.9370 -2.4559 0.0855  -1.58
C 0.8341 -3.7300 -3.2508  -1.87
H 3.4207 -2.6981 -3.7471  0.30
H 3.2796 -4.3297 -4.1065  0.45
H 4.2445 -3.6659 -2.6500  0.31
H 0.9391 -5.3776 -1.4366  0.37
H 2.2539 -5.9203 -2.5964  0.49
H 3.8560 -5.5265 -0.7464  0.38
H 2.6201 -6.4314 -0.0791  0.37
H 3.2571 -4.4746 1.1990  0.37
H 1.5777 -4.8159 1.0767  0.44
H 0.6440 -2.6281 1.3085  0.43
H 1.9559 -2.2336 2.1567  0.44
H 1.5962 -1.0534 0.8673  0.34
H 3.9835 -1.3757 -0.0531  0.26
H 4.2832 -2.6509 1.1005  0.49
H 4.5097 -2.9680 -0.6876  0.33
H 0.6120 -4.6444 -3.8009  0.37
H 0.8641 -2.8278 -3.8617  0.32
H -0.0548 -3.4793 -2.6719  0.42
H 1.1284 -1.1446 -1.8230  0.16



(2)
The following is a quantum chemistry calculation of C19H28Cl3NORu as an isolated structure in a non-equilibrium geometry, from the OMol25 dataset.

For the frontier orbital gap (spin up / spin down), the calculation gives 5.60 / 6.01 eV. Its total charge is -2. As for the HOMO energy (spin up / spin down): -0.17 / -0.69 eV. As for the expectation value of S²: 6.042. The calculated total energy is -63841.5690 eV. Its multiplicity is 5.

Each line ends with the Mulliken charge.
Atoms and positions in Å:
C -1.4754 0.6598 -2.4768  2.19
C -2.2766 -0.4922 -2.5089  -0.13
C -1.5104 -1.6075 -2.1540  2.02
C -3.7159 -0.5190 -2.8635  -1.82
C -0.1573 -1.1555 -1.8758  0.53
C -0.1197 0.2696 -2.1301  0.01
C 1.0947 1.0085 -2.5517  -1.85
C -1.9153 2.0026 -2.8895  -2.19
C -1.9931 -3.0004 -2.1127  -2.14
C 1.0115 -2.0533 -1.8551  -1.72
Ru -0.6329 -0.0362 -0.0268  -0.16
Cl -2.9664 -0.0658 0.3988  -0.62
Cl -0.2380 2.1800 0.2110  -0.30
Cl -0.7218 -2.3174 0.8103  -0.50
H -4.2089 0.4293 -2.6263  0.34
H -4.2569 -1.3135 -2.3370  0.34
H -3.8217 -0.6947 -3.9417  0.37
H -2.8824 -3.0743 -1.4662  0.36
H -1.2357 -3.6572 -1.6870  0.38
H -2.2839 -3.4145 -3.0928  0.32
H 0.8993 -2.8190 -1.0694  0.28
H 1.9373 -1.5074 -1.6516  0.25
H 1.1215 -2.5749 -2.8156  0.34
H 2.0022 0.4802 -2.2420  0.35
H 1.1520 2.0196 -2.1143  0.33
H 1.1307 1.1041 -3.6529  0.30
H -2.8300 2.2931 -2.3459  0.38
H -2.1594 2.0454 -3.9667  0.29
H -1.1438 2.7507 -2.6859  0.36
O 1.8845 2.5777 -0.0954  -0.48
H 2.3945 3.4002 0.1373  0.00
C 3.0440 0.0434 0.4176  -1.02
N 2.7082 0.0084 1.7935  0.56
C 3.2557 0.9932 2.6794  -1.08
C 1.7599 -0.9195 2.3024  -1.24
C 0.5840 -0.2605 2.9344  1.13
C 0.6040 -0.0682 4.3393  -0.62
C -0.3914 0.6628 4.9413  -0.54
C -1.4323 1.1652 4.1803  -0.72
C -1.4823 0.9272 2.8126  0.40
C -0.4757 0.2046 2.1928  -0.13
H 3.9816 0.5985 0.2826  0.38
H 2.2720 0.6537 -0.1318  0.24
H 3.1121 -0.9746 -0.0098  0.30
H 2.6679 1.9000 2.6750  0.19
H 3.2865 0.5799 3.6973  0.34
H 4.2718 1.2082 2.3518  0.40
H 1.4139 -1.5537 1.4605  0.09
H 2.2547 -1.5211 3.0935  0.30
H 1.4174 -0.4817 4.9244  0.33
H -0.3610 0.8639 5.9945  0.35
H -2.2556 1.7805 4.5673  0.31
H -2.3179 1.2718 2.1793  0.25



(3)
The following is a quantum chemistry calculation of C20H21F10N5O4PS2W as an isolated structure in a non-equilibrium geometry, from the OMol25 dataset.

For the frontier orbital gap (spin up / spin down), the calculation gives 6.59 / 5.39 eV. Its total charge is 0. As for the HOMO energy (spin up / spin down): -7.32 / -8.31 eV. As for the expectation value of S²: 3.769. The calculated total energy is -96682.5300 eV. Its multiplicity is 4.

Each line ends with the Mulliken charge.
Atoms and positions in Å:
W 0.7999 1.1611 -0.9982  3.05
C -2.5023 -1.5265 -2.5408  -0.98
N -1.5906 -2.2052 -1.6502  1.04
C -2.1842 -3.2001 -0.7743  -1.31
C -0.2600 -2.5216 -2.1602  -1.12
C 0.8866 -2.4042 -1.1716  -1.25
N 1.3806 -1.0446 -0.9424  0.32
C 2.3642 -0.8457 -0.1228  0.28
C 2.8631 0.5268 -0.1936  1.05
F 0.6938 1.4201 0.9448  -0.87
C 3.5943 1.0510 0.9271  0.12
F 3.8874 2.3445 0.9257  -0.32
C 4.0729 0.2441 1.8867  -0.86
C 3.7671 -1.1567 1.7941  0.73
F 4.2725 -1.9353 2.7493  -0.34
C 2.9801 -1.7140 0.8501  -0.11
F 2.6980 -3.0228 0.8885  -0.34
H -2.0143 -0.6693 -2.9972  0.18
H -3.3896 -1.2315 -1.9863  0.40
H -2.7879 -2.2291 -3.3335  0.35
H -2.5216 -4.0239 -1.4153  0.36
H -3.0289 -2.7733 -0.2416  0.41
H -1.4495 -3.5597 -0.0591  0.43
H -0.0767 -1.9318 -3.0434  0.14
H -0.3233 -3.5752 -2.4566  0.47
H 1.7045 -2.9868 -1.6011  0.82
H 0.6114 -2.8625 -0.2224  0.49
H 4.6886 0.6116 2.6935  0.53
F 0.1595 0.4360 -2.9555  -0.72
P 0.7140 0.3520 -4.7219  1.54
F -0.5461 -0.6448 -4.8910  -0.35
F 1.8999 1.3211 -4.3388  -0.34
F -0.2538 1.5880 -4.9582  -0.37
F 1.1339 0.2197 -6.2320  -0.30
F 1.5998 -0.9046 -4.2543  -0.32
C 2.9919 1.0387 -1.5141  -1.50
H 3.4384 2.0171 -1.6279  0.32
H 3.1212 0.3328 -2.3261  0.29
O 0.9477 2.7016 -2.1191  -0.43
O 1.1627 3.0714 -0.7628  -0.57
N -0.4726 2.3549 6.1144  -0.51
C -0.7211 1.6019 4.9913  1.07
C -2.0084 1.5302 4.4545  -0.91
C -2.2581 0.7474 3.3437  -0.43
C -1.2227 0.0343 2.7503  -0.53
C 0.0626 0.0923 3.2848  -0.24
C 0.3101 0.8634 4.3945  -0.88
S -1.5508 -0.9637 1.3656  1.27
O -0.6489 -2.0881 1.4033  -0.78
O -2.9815 -1.1911 1.3287  -0.74
N -1.1495 -0.1550 -0.0075  0.24
C -1.9376 0.9142 -0.3314  0.28
S -3.5953 1.3158 -0.0239  -0.02
C -3.3884 2.7760 -0.9140  -0.52
C -2.1256 2.8845 -1.3872  -0.75
N -1.3308 1.8327 -1.0479  -0.29
H -1.1581 3.0292 6.4019  0.20
H 0.4791 2.5746 6.3450  0.20
H -2.8150 2.0854 4.9176  0.29
H -3.2566 0.6808 2.9374  0.49
H 0.8618 -0.4723 2.8254  0.36
H 1.3101 0.9128 4.8082  0.31
H -4.1952 3.4793 -1.0315  0.49
H -1.7124 3.6921 -1.9708  0.47



(4)
The following is a quantum chemistry calculation of C4H5O3 as an isolated structure in a non-equilibrium geometry, from the OMol25 dataset.

For the frontier orbital gap, the calculation gives 8.24 eV. Its total charge is -1. As for the HOMO energy: -4.11 eV. The calculated total energy is -10370.5650 eV.

Each line ends with the Mulliken charge.
Atoms and positions in Å:
O -1.9511 -0.8529 -0.6445  -0.69
C -1.5539 0.1584 -0.0636  0.50
O -2.1976 1.1026 0.4748  -0.72
C 0.0430 0.3286 0.2091  -0.38
C 0.8069 -1.0020 0.2385  -0.51
C 1.8210 -0.1071 -0.3780  0.17
O 2.8513 0.3423 0.1773  -0.66
H -0.3660 0.7258 -0.7612  0.11
H 0.2329 0.9162 1.0912  0.32
H 0.1837 -1.7120 -0.2966  0.31
H 1.0204 -1.4477 1.2199  0.24
H 1.7162 0.1425 -1.4616  0.31



(5)
The following is a quantum chemistry calculation of C11H14BEuN7O as an isolated structure in a non-equilibrium geometry, from the OMol25 dataset.

For the frontier orbital gap (spin up / spin down), the calculation gives 7.22 / 8.61 eV. Its total charge is 0. As for the HOMO energy (spin up / spin down): -7.15 / -8.73 eV. As for the expectation value of S²: 15.760. The calculated total energy is -44118.0301 eV. Its multiplicity is 8.

Each line ends with the Mulliken charge.
Atoms and positions in Å:
H -3.2653 0.2762 1.5492  0.47
N -1.3898 -0.4587 0.9431  -0.14
B 0.7616 -1.7660 0.6337  -0.08
N -0.6702 -1.6108 1.2389  -0.06
C -1.3744 -2.3791 2.0908  -0.13
Eu -0.4630 1.4938 -0.4393  1.12
H -0.9678 -3.3173 2.4289  0.45
C -2.5798 -1.7216 2.3766  -1.08
H -3.3672 -2.0518 3.0263  0.37
C -2.5401 -0.5256 1.6319  -0.06
H 1.2500 -2.7902 1.0013  -0.11
C 0.1918 3.4305 -1.3580  -0.80
H 0.1189 4.4975 -1.5625  0.40
H -0.2123 2.8816 -2.2415  0.18
H 1.2369 3.1448 -1.1198  0.27
N 1.5919 -0.5344 1.0932  -0.17
N 0.6504 -1.7466 -0.9267  0.06
N 1.1773 0.7893 0.7858  0.01
N 0.1781 -0.6085 -1.5804  -0.22
C 2.7133 -0.4881 1.8219  -0.05
C 0.9672 -2.6830 -1.8375  -0.11
H 3.1518 -1.4145 2.1540  0.46
H 1.3589 -3.6354 -1.5090  0.44
C 3.0927 0.8410 2.0065  -1.17
C 0.7093 -2.1714 -3.1118  -1.06
C 2.1195 1.6108 1.3426  -0.03
C 0.2127 -0.8700 -2.9025  -0.05
H 3.9485 1.2107 2.5457  0.37
H 0.8585 -2.6627 -4.0543  0.37
H 2.0298 2.6805 1.2300  0.49
H -0.1177 -0.1265 -3.6193  0.42
H -0.5606 3.3069 -0.3328  0.18
O -4.4804 2.8272 -1.8351  -0.61
C -3.6037 2.4664 -1.1110  0.57
N -2.7268 2.1050 -0.3589  -0.69



(6)
The following is a quantum chemistry calculation of one molecule with the formula C4H8FNO in a non-equilibrium geometry, from the OMol25 dataset.

For the frontier orbital gap, the calculation gives 10.67 eV. Its total charge is 0. As for the HOMO energy: -9.85 eV. The calculated total energy is -10530.6167 eV.

Each line ends with the Mulliken charge.
Atoms and positions in Å:
C 1.0413 1.2281 0.1239  -1.17
C 1.1936 -0.2107 -0.2406  -0.26
C -0.0410 -1.0832 0.1113  0.08
C -1.2466 -0.6923 -0.7371  -0.18
H 1.9855 1.7578 -0.0540  0.36
H 0.8442 1.3601 1.1981  0.25
H 0.1503 1.6853 -0.3724  0.33
H 2.0139 -0.7023 0.2860  0.31
H 1.3684 -0.4390 -1.2914  0.36
H 0.1545 -2.0958 -0.2140  0.27
H -1.1843 -1.1770 -1.7450  0.34
H -1.5221 0.4324 1.2943  0.38
N -2.1914 0.1342 -0.5122  -0.38
O -2.2212 0.7445 0.6874  -0.32
F -0.3451 -0.9423 1.4655  -0.36



(7)
The following is a quantum chemistry calculation of C15H38IrN5O3PS2 as an isolated structure, from the OMol25 dataset.

For the frontier orbital gap (spin up / spin down), the calculation gives 7.20 / 6.92 eV. Its total charge is +2. As for the HOMO energy (spin up / spin down): -13.92 / -13.91 eV. As for the expectation value of S²: 0.755. The calculated total energy is -63552.3582 eV. Its multiplicity is 2.

Each line ends with the Mulliken charge.
Atoms and positions in Å:
Ir -0.2384 0.0480 -0.0872  2.74
N -0.3114 1.6516 1.2804  -0.60
C -0.1601 1.1939 2.6749  -0.89
C -1.1557 0.0758 2.8706  -0.90
N -0.9274 -0.9837 1.8551  -0.31
C 0.1980 -1.8607 2.2680  -0.91
C 0.6515 -2.7398 1.1172  -0.93
N 1.0019 -1.8757 -0.0344  -0.68
C -2.1654 -1.7841 1.6175  -0.96
C -2.8309 -1.3447 0.3340  -0.55
N -1.8094 -1.3320 -0.7526  -0.58
H -1.2235 2.0895 1.1487  0.19
H 0.3432 2.3901 0.9986  0.19
H 0.8651 0.8654 2.8220  0.37
H -0.3582 2.0196 3.3591  0.57
H -1.0956 -0.3386 3.8804  0.38
H -2.1708 0.4538 2.7315  0.55
H 1.0257 -1.2173 2.5666  0.48
H -0.0869 -2.4654 3.1333  0.50
H 1.4925 -3.3597 1.4272  0.55
H -0.1348 -3.4242 0.8012  0.35
H 1.9240 -1.4740 0.1094  0.27
H 1.0474 -2.4147 -0.8947  0.28
H -1.9052 -2.8395 1.5547  0.36
H -2.8493 -1.6915 2.4622  0.51
H -3.6670 -1.9917 0.0674  0.63
H -3.2084 -0.3250 0.4176  0.17
H -1.4834 -2.2732 -0.9595  0.33
H -2.2335 -0.9724 -1.6071  0.28
N 4.0122 1.3852 0.3248  -0.36
C 2.7654 1.0443 0.0362  0.34
O 2.0612 0.4141 0.8644  -0.67
C 2.1849 1.4389 -1.2896  -0.66
C 0.9764 0.5959 -1.6956  -0.66
H 4.3962 1.1785 1.2334  0.28
H 4.5791 1.8990 -0.3296  0.24
H 2.9478 1.3976 -2.0710  0.62
H 1.8875 2.4895 -1.2072  0.12
H 1.2980 -0.3672 -2.1074  0.68
H 0.4594 1.1177 -2.4922  0.12
C -4.7646 3.2879 -1.9595  -1.10
C -3.7394 4.3916 -1.8471  0.46
C -3.5593 4.9291 -0.4471  -1.26
O -2.4663 3.9309 -2.4430  -0.18
P -1.1309 3.3226 -1.9071  0.37
S -0.0734 4.3836 -0.6797  -0.38
S -1.8498 1.4683 -1.1242  -0.54
O -0.3323 3.0160 -3.2148  -0.32
C -0.7717 2.7375 -4.6042  0.55
C -1.1522 4.0352 -5.2771  -1.39
C -1.8394 1.6688 -4.6670  -0.91
H -5.7401 3.6807 -1.6711  0.48
H -4.5263 2.4555 -1.2953  0.11
H -4.8384 2.9216 -2.9828  0.28
H -4.0055 5.2046 -2.5207  0.27
H -3.2558 4.1393 0.2441  0.16
H -4.5173 5.3233 -0.1064  0.47
H -2.8220 5.7281 -0.4137  0.37
H 0.1512 2.3596 -5.0413  0.41
H -2.0760 4.4410 -4.8677  0.21
H -1.3002 3.8453 -6.3409  0.48
H -0.3593 4.7745 -5.1719  0.35
H -2.7777 2.0148 -4.2340  0.06
H -1.5256 0.7573 -4.1582  0.17
H -2.0229 1.4262 -5.7140  0.49



Question: Number 3 is which compound?
Answer: C20H21F10N5O4PS2W